(1)
{"formula": "C5H11NO3Rb", "method": "the ωB97M-V functional and the def2-TZVPD basis", "spin_multiplicity": 1, "e_homo_ev": -0.71, "charge": -1, "de_lowest_kcal_mol": 13.5, "total_energy_ha": -501.53811, "species": ["Rb", "O", "C", "C", "O", "H", "H", "H", "H", "C", "O", "N", "C", "C", "H", "H", "H", "H", "H", "H", "H"], "coordinates": [[-0.12, 1.70, -1.03], [4.93, 2.06, 0.19], [4.48, 2.91, -0.73], [3.21, 2.52, -1.54], [2.90, 1.24, -1.92], [5.28, 3.12, -1.50], [4.21, 3.90, -0.25], [3.32, 3.14, -2.48], [2.32, 2.91, -0.98], [-1.95, -0.84, 0.05], [-2.40, 0.30, 0.06], [-2.46, -1.83, 0.79], [-1.83, -3.13, 0.84], [-3.70, -1.68, 1.48], [-1.05, -1.09, -0.52], [-1.62, -3.44, 1.86], [-0.91, -3.13, 0.27], [-2.49, -3.89, 0.39], [-4.51, -2.24, 1.01], [-3.61, -1.90, 2.55], [-3.99, -0.63, 1.48]], "lowdin_charge": [0.855, -0.359, -0.577, -0.571, -0.450, 0.061, 0.057, 0.062, -0.017, -0.355, -0.109, -0.193, -0.042, -0.051, 0.127, 0.093, 0.093, 0.092, 0.098, 0.097, 0.088]}

---

(2)
{"formula": "C5H11NOS", "method": "the ωB97M-V functional and the def2-TZVPD basis", "spin_multiplicity": 1, "e_homo_ev": -8.67, "de_lowest_kcal_mol": 75.2, "total_energy_ha": -725.20503, "species": ["C", "O", "C", "S", "C", "C", "C", "N", "H", "H", "H", "H", "H", "H", "H", "H", "H", "H", "H"], "coordinates": [[-2.65, -0.17, 1.80], [-1.52, -0.36, 0.88], [-1.49, 0.60, -0.15], [-0.25, 0.22, -1.36], [1.17, 0.82, -0.50], [2.54, 0.34, -0.81], [1.80, -0.13, 0.44], [1.28, -1.45, 0.65], [-3.37, 0.54, 1.31], [-2.33, 0.16, 2.87], [-3.17, -1.17, 2.09], [-1.22, 1.52, 0.30], [-2.41, 0.52, -0.68], [1.11, 1.80, -0.16], [2.77, -0.33, -1.62], [3.37, 0.99, -0.68], [2.23, 0.26, 1.43], [1.69, -2.15, 0.06], [0.30, -1.41, 0.60]], "lowdin_charge": [-0.083, -0.284, -0.530, 0.972, -0.568, -0.099, -0.380, 0.038, 0.086, 0.105, 0.100, 0.082, 0.068, 0.081, 0.097, 0.086, 0.149, 0.073, 0.006]}

---

(3)
{"formula": "C5H11NOS", "method": "the ωB97M-V functional and the def2-TZVPD basis", "spin_multiplicity": 1, "e_homo_ev": -7.12, "de_lowest_kcal_mol": 239.5, "total_energy_ha": -724.94328, "species": ["O", "C", "N", "C", "C", "C", "S", "C", "H", "H", "H", "H", "H", "H", "H", "H", "H", "H", "H"], "coordinates": [[-1.63, 0.71, 2.25], [-0.55, -0.14, 2.32], [0.36, -0.79, 1.40], [0.37, -0.28, -0.01], [-0.38, 1.05, -0.33], [-1.31, -0.06, -0.21], [0.20, -0.72, -3.08], [1.94, 0.13, -0.37], [-0.24, -0.27, 3.31], [-0.82, -1.16, 1.71], [0.27, -1.17, -0.71], [-0.20, 1.40, -1.30], [-0.25, 1.75, 0.43], [-1.95, -0.37, 0.58], [-1.60, -0.50, -1.13], [-0.78, 0.11, -3.49], [2.23, 1.11, -0.14], [1.84, -0.06, -1.37], [2.49, -0.73, 0.13]], "lowdin_charge": [-0.106, -0.284, 0.129, -0.408, -0.046, 0.038, 0.085, 0.046, 0.119, 0.190, 0.097, 0.088, 0.108, 0.094, 0.059, -0.346, 0.071, -0.053, 0.119]}

---

(4)
{"formula": "C5H11NOS", "method": "the ωB97M-V functional and the def2-TZVPD basis", "spin_multiplicity": 1, "e_homo_ev": -8.83, "de_lowest_kcal_mol": 73.2, "total_energy_ha": -725.20820, "species": ["C", "C", "C", "O", "H", "H", "H", "H", "H", "H", "C", "N", "S", "C", "H", "H", "H", "H", "H"], "coordinates": [[-1.84, -0.30, -1.71], [-2.33, -0.30, -0.36], [-2.70, 1.07, 0.27], [-2.20, -1.22, 0.38], [-1.84, -1.34, -2.12], [-0.75, 0.08, -1.66], [-2.52, 0.33, -2.26], [-3.54, 1.56, -0.08], [-1.84, 1.81, 0.32], [-3.07, 0.81, 1.22], [3.29, 0.74, 1.60], [2.83, 1.21, 0.55], [2.12, 0.38, -0.71], [1.83, -1.32, 0.01], [3.29, -0.24, 1.93], [3.80, 1.49, 2.16], [1.63, -2.00, -0.79], [0.97, -1.13, 0.66], [2.86, -1.61, 0.58]], "lowdin_charge": [-0.037, -0.556, -0.013, 0.083, 0.102, 0.094, 0.084, 0.043, 0.115, 0.056, -0.165, -0.422, 0.776, -0.361, 0.025, 0.066, 0.009, 0.019, 0.082]}

---

(5)
{"formula": "C5H11NPYb", "method": "the ωB97M-V functional and the def2-TZVPD basis", "s_squared": 0.752, "spin_multiplicity": 2, "e_homo_ev": [-5.54, -5.54], "de_lowest_kcal_mol": 64.4, "total_energy_ha": -1751.68948, "species": ["C", "C", "C", "C", "C", "Yb", "P", "H", "H", "H", "H", "H", "H", "H", "H", "N", "H", "H", "H"], "coordinates": [[-0.11, 1.07, -1.93], [-0.45, 0.00, -2.80], [-1.60, -0.65, -2.26], [-2.16, 0.21, -1.27], [-1.19, 1.21, -0.97], [1.72, -1.26, 1.44], [2.48, 1.29, 1.82], [0.78, 1.69, -1.97], [0.13, -0.32, -3.67], [-2.08, -1.54, -2.67], [-1.26, 1.97, -0.19], [-3.13, 0.09, -0.78], [2.21, 2.47, 2.60], [3.72, 1.77, 1.24], [3.09, 0.52, 2.90], [-0.26, -2.03, 2.05], [-1.00, -1.63, 1.46], [-0.36, -3.05, 1.98], [-0.51, -1.81, 3.03]], "mulliken_spin": [0.006, 0.010, 0.003, 0.001, 0.002, 0.945, -0.012, -0.002, -0.002, -0.003, -0.001, 0.001, 0.005, 0.012, 0.034, 0.010, -0.017, 0.017, -0.009]}

---

(6)
{"formula": "C5H11NS2", "method": "the ωB97M-V functional and the def2-TZVPD basis", "spin_multiplicity": 1, "e_homo_ev": -8.79, "de_lowest_kcal_mol": 19.0, "total_energy_ha": -1048.20773, "species": ["C", "C", "C", "C", "C", "H", "H", "H", "H", "H", "H", "H", "H", "H", "H", "H", "N", "S", "S"], "coordinates": [[3.67, 0.40, -0.30], [1.54, -0.68, -0.62], [0.57, -1.60, 0.16], [-0.33, -0.80, 1.07], [-1.25, 0.18, 0.29], [3.65, 1.09, -1.16], [4.14, -0.51, -0.62], [4.30, 0.88, 0.43], [1.94, 0.98, 0.49], [0.93, 0.02, -1.26], [2.15, -1.33, -1.29], [1.12, -2.32, 0.77], [-0.13, -2.16, -0.51], [-0.95, -1.48, 1.68], [0.24, -0.17, 1.79], [-2.57, -1.69, -0.07], [2.38, 0.10, 0.32], [-2.65, -0.41, -0.48], [-0.89, 1.72, 0.10]], "lowdin_charge": [-0.145, -0.244, -0.216, -0.307, -1.261, 0.082, 0.064, 0.070, 0.049, 0.104, 0.116, 0.115, 0.110, 0.112, 0.105, -0.108, -0.109, 0.783, 0.682]}

---

(7)
{"formula": "C5H11NS2", "method": "the ωB97M-V functional and the def2-TZVPD basis", "spin_multiplicity": 1, "e_homo_ev": -8.73, "de_lowest_kcal_mol": 146.7, "total_energy_ha": -1048.00434, "species": ["C", "C", "C", "C", "C", "H", "H", "H", "H", "H", "H", "H", "H", "H", "H", "H", "N", "S", "S"], "coordinates": [[1.25, 0.89, -1.13], [-0.10, 0.66, -0.30], [0.41, -0.07, 1.02], [0.23, -1.42, 0.37], [-0.59, -0.72, -0.77], [1.67, 1.68, -0.63], [1.07, 1.63, -2.08], [1.77, 0.02, -1.41], [-1.07, 2.26, 1.55], [1.55, 0.48, 1.20], [-0.49, -0.30, 2.94], [-1.81, 0.47, 1.38], [1.04, -2.07, 0.14], [-0.41, -2.03, 0.99], [-1.66, -0.47, -0.52], [-0.99, -2.59, -2.38], [-0.64, 0.48, 1.94], [-0.90, 2.30, 0.10], [-0.33, -1.21, -2.42]], "lowdin_charge": [-0.158, -0.779, -0.412, -0.141, -0.742, 0.011, 0.130, 0.038, -0.049, 0.204, 0.187, 0.177, 0.102, 0.095, 0.104, -0.020, -0.188, 0.708, 0.733]}

---

(8)
{"formula": "C5H11O", "method": "the ωB97M-V functional and the def2-TZVPD basis", "spin_multiplicity": 1, "e_homo_ev": -2.52, "charge": -1, "de_lowest_kcal_mol": 21.3, "total_energy_ha": -272.29315, "species": ["C", "O", "C", "C", "H", "H", "H", "H", "H", "H", "H", "C", "C", "H", "H", "H", "H"], "coordinates": [[-0.46, -1.44, 0.79], [-0.82, -0.86, -0.37], [-0.73, -0.56, 2.04], [-0.25, 0.87, 1.88], [0.64, -1.69, 0.82], [-0.95, -2.42, 1.02], [-0.33, -1.04, 2.95], [-1.82, -0.58, 2.23], [-0.81, 1.55, 2.53], [-0.46, 1.16, 0.84], [0.82, 0.96, 2.09], [1.36, 0.63, -1.85], [0.87, 1.29, -2.88], [2.44, 0.51, -1.79], [0.72, -0.04, -1.24], [1.46, 1.70, -3.69], [-0.20, 1.44, -2.98]], "lowdin_charge": [-0.558, -0.361, -0.298, -0.147, 0.075, 0.068, 0.078, 0.081, 0.046, 0.051, 0.055, -0.082, -0.113, 0.032, 0.018, 0.019, 0.035]}